Record 1
# C66H169N7O22

A 15-piece molecular cluster, C66H169N7O22 overall at a distorted geometry (ωB97M-V/def2-TZVPD, OMol25).

Last column: Mulliken charge in e.
CARTESIAN COORDINATES (ANGSTROEM)
C  20.897  20.960  22.288  -1.309
C  20.259  20.940  20.900  1.520
C  19.708  19.565  20.549  -1.248
O  19.313  21.991  20.702  -0.213
H  21.896  20.504  22.196  0.212
H  20.286  20.408  23.023  0.410
H  20.994  22.006  22.669  0.218
H  21.020  21.192  20.158  -0.703
H  20.367  18.772  20.886  0.444
H  19.521  19.469  19.469  0.156
H  18.738  19.444  21.039  0.353
H  18.547  21.811  21.251  0.177
C  20.739  29.258  22.680  -1.030
C  20.895  27.934  23.453  0.336
C  21.246  26.912  22.421  -0.375
O  21.895  27.979  24.481  -0.606
H  21.698  29.591  22.284  0.382
H  20.367  30.080  23.303  0.358
H  20.047  29.147  21.831  0.073
H  20.001  27.674  24.021  0.174
H  21.488  25.970  22.928  0.097
H  22.079  27.218  21.797  0.429
H  20.397  26.755  21.734  -0.191
H  22.703  28.392  24.170  0.355
C  18.803  23.993  14.277  -1.098
C  19.702  23.183  13.381  0.683
C  20.698  24.053  12.651  -1.220
O  20.457  22.232  14.148  -0.448
H  19.389  24.327  15.146  -0.046
H  18.007  23.341  14.632  0.204
H  18.326  24.803  13.741  0.665
H  19.109  22.592  12.664  0.239
H  21.369  23.452  12.065  0.423
H  21.248  24.679  13.347  -0.164
H  20.179  24.734  11.950  0.429
H  19.881  21.788  14.798  -0.012
C  30.190  19.291  19.270  -1.229
C  29.644  17.868  19.214  0.693
C  28.444  17.723  20.131  -1.259
O  29.246  17.557  17.864  -0.502
H  30.811  19.329  20.158  0.453
H  29.415  20.040  19.166  0.151
H  30.836  19.449  18.422  0.318
H  30.410  17.162  19.549  0.261
H  28.638  18.124  21.116  0.437
H  28.156  16.659  20.193  0.395
H  27.629  18.341  19.713  0.163
H  28.573  16.849  17.857  0.245
C  19.481  28.538  18.244  -0.027
C  20.419  29.660  17.845  0.771
C  20.011  30.986  18.463  -1.582
O  21.757  29.305  18.210  -0.424
H  19.439  28.363  19.336  -0.200
H  19.880  27.654  17.729  -0.150
H  18.436  28.735  17.947  0.380
H  20.462  29.830  16.766  0.014
H  19.713  30.827  19.496  0.236
H  19.200  31.509  17.950  0.396
H  20.836  31.700  18.458  0.418
H  21.882  29.360  19.164  0.228
C  30.698  19.330  13.295  -1.294
C  30.500  18.533  14.590  0.975
C  31.806  18.032  15.098  -1.376
O  29.814  19.413  15.547  -0.250
H  29.711  19.708  12.975  0.122
H  31.022  18.713  12.457  0.366
H  31.414  20.138  13.481  0.392
H  29.832  17.678  14.372  0.035
H  31.617  17.560  16.063  0.332
H  32.438  18.916  15.284  0.300
H  32.247  17.324  14.397  0.405
H  29.656  18.865  16.330  -0.024
C  16.572  28.069  22.587  -1.654
C  16.908  27.041  21.522  1.283
C  16.020  25.841  21.597  -0.907
O  16.828  27.613  20.171  -0.469
H  17.081  29.038  22.447  0.314
H  16.781  27.660  23.562  0.417
H  15.497  28.295  22.556  0.454
H  17.956  26.780  21.678  -0.409
H  16.110  25.378  22.599  0.463
H  16.380  25.119  20.854  -0.029
H  14.965  26.174  21.388  0.262
H  15.925  27.998  20.133  0.263
C  22.536  16.817  14.491  -1.197
C  22.879  17.505  15.823  0.251
C  23.025  18.993  15.724  0.255
O  21.838  17.203  16.809  -0.552
H  22.170  15.800  14.620  0.429
H  23.437  16.848  13.871  0.169
H  21.744  17.380  13.987  0.271
H  23.829  17.146  16.242  0.311
H  23.281  19.377  16.733  -0.469
H  22.126  19.492  15.361  -0.145
H  23.882  19.240  15.127  0.315
H  21.892  16.243  16.828  0.363
C  26.929  18.004  13.492  -0.320
O  27.483  17.359  12.346  -0.310
C  26.833  17.697  11.111  -0.491
C  27.524  16.833  10.057  -0.734
N  27.113  15.454  10.292  -0.325
C  27.821  14.539  9.398  -0.771
C  27.216  13.128  9.599  -0.543
O  27.648  12.557  10.807  -0.280
C  27.132  11.276  10.947  -0.733
H  27.252  17.374  14.315  0.222
H  25.828  17.929  13.450  0.155
H  27.293  19.027  13.523  0.105
H  26.946  18.788  10.927  0.372
H  25.733  17.503  11.146  0.305
H  28.604  17.075  10.184  0.227
H  27.184  17.107  9.071  0.511
H  27.491  15.311  11.219  0.219
H  28.894  14.502  9.516  0.372
H  27.660  14.811  8.348  0.454
H  27.495  12.477  8.730  0.393
H  26.135  13.296  9.594  0.323
H  27.608  10.570  10.232  0.279
H  26.058  11.252  10.770  0.318
H  27.354  10.883  11.943  0.242
C  27.880  28.410  16.816  -0.703
O  26.581  27.984  17.082  -0.416
C  26.195  26.900  16.262  -0.875
C  24.691  26.622  16.503  0.740
N  23.901  27.162  15.416  -0.459
C  22.438  27.111  15.585  1.399
C  21.723  27.763  14.381  -0.807
O  21.520  29.138  14.630  -0.218
C  21.292  29.911  13.453  -0.874
H  28.642  27.680  17.127  0.237
H  28.038  29.373  17.306  0.321
H  28.039  28.551  15.736  0.272
H  26.791  26.028  16.600  0.148
H  26.448  27.189  15.240  0.421
H  24.480  27.210  17.390  0.652
H  24.547  25.555  16.804  -0.814
H  24.149  26.712  14.529  0.078
H  22.176  27.642  16.519  0.101
H  22.108  26.037  15.608  -0.751
H  20.776  27.186  14.169  0.271
H  22.395  27.584  13.525  0.227
H  21.078  30.968  13.648  0.241
H  20.417  29.440  12.987  0.376
H  22.173  29.857  12.808  0.258
C  24.530  26.211  11.169  -0.956
O  24.272  25.811  12.505  -0.294
C  24.135  24.350  12.554  0.954
C  25.431  23.645  12.434  -1.289
N  26.350  24.118  13.469  0.182
C  27.643  23.452  13.384  -0.807
C  28.690  23.961  14.372  -0.589
O  28.788  25.313  13.888  -0.341
C  29.748  25.986  14.675  -0.726
H  23.799  25.798  10.450  0.351
H  25.535  25.913  10.842  0.277
H  24.358  27.292  11.213  0.265
H  23.426  24.073  11.763  0.412
H  23.658  24.144  13.533  -0.723
H  25.864  23.686  11.419  0.495
H  25.236  22.564  12.577  0.264
H  26.465  25.127  13.394  0.234
H  28.124  23.600  12.396  0.578
H  27.503  22.358  13.499  0.247
H  29.613  23.381  14.152  0.433
H  28.466  23.980  15.441  0.352
H  29.489  25.873  15.725  0.241
H  29.752  27.024  14.400  0.282
H  30.747  25.551  14.572  0.309
C  16.322  25.335  16.803  -0.157
O  14.961  25.692  16.726  -0.528
C  14.431  25.932  18.047  0.957
C  13.033  26.443  17.934  -1.111
N  13.048  27.792  17.359  -0.241
C  11.719  28.225  17.066  -0.726
C  11.773  29.418  16.109  -0.583
O  12.405  28.935  14.932  -0.300
C  12.668  30.000  14.019  -0.701
H  16.417  24.355  17.261  0.262
H  16.878  26.140  17.300  0.175
H  16.576  25.339  15.740  0.018
H  15.120  26.535  18.686  -0.504
H  14.326  24.954  18.626  0.156
H  12.579  26.565  18.934  0.368
H  12.491  25.674  17.337  0.368
H  13.545  27.742  16.470  0.297
H  11.225  28.478  18.022  0.350
H  11.049  27.420  16.641  0.320
H  12.365  30.271  16.483  0.377
H  10.741  29.716  15.857  0.430
H  11.731  30.465  13.679  0.282
H  13.215  29.554  13.141  0.214
H  13.215  30.808  14.531  0.306
C  19.826  25.016  19.370  -1.120
O  20.382  24.362  18.297  0.908
C  21.736  23.944  18.541  -0.365
C  22.151  23.097  17.370  0.389
N  23.624  23.004  17.376  1.918
C  24.207  22.795  16.105  0.391
C  25.623  22.310  16.181  -0.611
O  25.707  20.962  16.696  1.115
C  27.070  20.594  16.709  -0.998
H  18.874  25.482  19.196  0.193
H  20.431  25.898  19.705  0.205
H  19.794  24.294  20.206  0.223
H  21.789  23.352  19.483  -0.827
H  22.460  24.771  18.679  0.256
H  21.995  23.673  16.427  -0.577
H  21.707  22.121  17.171  0.125
H  23.946  22.383  18.133  -0.980
H  24.142  23.769  15.585  -1.002
H  23.704  22.027  15.508  0.393
H  26.313  22.960  16.772  0.145
H  25.973  22.372  15.141  -0.580
H  27.098  19.532  16.951  0.251
H  27.570  21.184  17.498  0.172
H  27.576  20.794  15.758  0.168
C  15.023  21.661  17.420  -0.801
O  16.363  21.793  16.991  -0.296
C  17.331  21.761  17.986  -0.963
C  18.602  21.913  17.240  1.868
N  18.740  20.933  16.144  1.640
C  18.992  19.612  16.649  -0.538
C  19.056  18.624  15.476  -0.693
O  17.815  18.058  15.132  -0.520
C  16.874  18.974  14.625  -0.582
H  14.430  21.690  16.504  0.265
H  14.717  22.510  18.048  0.169
H  14.914  20.768  18.043  0.353
H  17.289  20.788  18.504  0.583
H  17.193  22.580  18.716  0.138
H  19.435  21.650  17.881  -1.208
H  18.727  22.915  16.856  -0.609
H  17.938  20.974  15.548  0.220
H  18.315  19.194  17.430  0.079
H  19.990  19.644  17.092  0.254
H  19.643  17.766  15.774  0.236
H  19.564  19.106  14.627  0.165
H  17.319  19.719  13.971  0.188
H  16.350  19.472  15.463  0.120
H  16.172  18.323  14.115  0.352
C  24.108  17.785  20.098  -0.663
O  24.459  19.082  20.601  -0.578
C  24.992  19.835  19.480  0.549
C  25.531  21.141  19.957  -0.829
N  24.397  21.867  20.457  0.473
C  24.475  23.251  20.774  -0.295
C  25.404  23.540  21.971  -0.633
O  24.852  22.976  23.221  -0.394
C  23.750  23.751  23.731  -0.426
H  23.530  17.940  19.178  0.250
H  23.485  17.361  20.891  0.291
H  24.988  17.203  19.893  0.174
H  24.155  19.963  18.774  -0.360
H  25.785  19.275  18.959  -0.010
H  25.929  21.703  19.148  0.364
H  26.317  20.935  20.715  0.533
H  23.960  21.398  21.233  0.270
H  23.467  23.615  20.947  -0.045
H  24.884  23.767  19.895  0.012
H  25.629  24.600  22.159  0.384
H  26.345  23.016  21.864  0.264
H  22.882  23.691  23.049  -0.070
H  23.989  24.801  23.803  0.316
H  23.507  23.230  24.628  0.380

Output
E_HOMO = -7.84 eV
Energy above the lowest of the compared OMol25 structures with the same formula, charge and spin = 0.00 kJ/mol
LUMO energy = 0.35 eV
Gap between HOMO and LUMO = 8.190 eV


Record 2
# C17H33BN6Si2V

C17H33BN6Si2V as an isolated structure at a distorted geometry (ωB97M-V/def2-TZVPD, OMol25).

Last column: natural (NBO) charge in e.
CARTESIAN COORDINATES (ANGSTROEM)
H  -0.337  2.706  0.472  0.228
N  0.079  1.289  -1.092  -0.335
B  0.601  0.251  -3.349  0.543
N  0.588  1.440  -2.371  -0.310
C  0.822  2.738  -2.608  0.003
V  -0.551  -0.722  -0.603  1.045
H  1.217  3.036  -3.567  0.223
C  0.481  3.461  -1.470  -0.344
H  0.555  4.516  -1.328  0.228
C  0.021  2.521  -0.534  -0.013
H  0.965  0.568  -4.433  -0.025
C  -1.007  -2.494  -0.389  -1.097
H  -1.213  -2.783  0.618  0.208
H  -0.036  -2.840  -0.745  0.217
H  -1.915  -2.469  -1.050  0.227
N  -0.895  -0.209  -3.358  -0.273
N  1.461  -0.915  -2.808  -0.301
N  -1.514  -0.548  -2.142  -0.368
N  1.112  -1.520  -1.627  -0.335
C  -1.821  -0.343  -4.317  0.033
C  2.609  -1.453  -3.247  0.008
H  -1.569  -0.093  -5.325  0.227
H  3.071  -1.074  -4.139  0.222
C  -2.996  -0.790  -3.734  -0.329
C  3.001  -2.464  -2.360  -0.341
C  -2.804  -0.937  -2.387  0.009
C  2.039  -2.485  -1.344  -0.013
H  -3.932  -1.011  -4.235  0.232
H  3.857  -3.091  -2.428  0.232
H  -3.414  -1.314  -1.559  0.240
H  1.986  -3.118  -0.463  0.236
H  -1.852  -0.193  0.283  0.105
C  -1.160  2.011  3.006  -1.110
Si  -1.593  0.415  2.071  1.679
C  -2.218  -0.820  3.341  -1.122
C  -3.062  0.990  0.992  -1.110
C  -0.030  -0.402  1.359  -1.548
Si  1.633  0.056  2.150  1.733
C  1.541  -0.234  4.017  -1.122
C  3.019  -1.055  1.533  -1.120
C  2.217  1.814  1.862  -1.133
H  -2.100  2.297  3.503  0.231
H  -0.869  2.837  2.344  0.219
H  -0.387  1.901  3.777  0.240
H  -3.034  -0.332  3.892  0.225
H  -2.603  -1.730  2.863  0.235
H  -1.433  -1.107  4.054  0.243
H  -2.724  1.613  0.151  0.238
H  -3.684  0.188  0.580  0.230
H  -3.728  1.586  1.639  0.251
H  -0.115  -1.476  1.634  0.271
H  1.090  -1.210  4.246  0.232
H  2.583  -0.232  4.378  0.229
H  0.984  0.542  4.557  0.228
H  3.410  -0.727  0.561  0.238
H  3.842  -1.009  2.264  0.232
H  2.715  -2.104  1.434  0.225
H  2.344  2.040  0.796  0.239
H  1.552  2.574  2.289  0.231
H  3.202  1.911  2.346  0.234

Output
E_HOMO (spin up / spin down) = -7.22 / -7.80 eV
LUMO energy (spin up / spin down) = 0.39 / -1.42 eV
Spin multiplicity = 4
Gap between HOMO and LUMO (spin up / spin down) = 7.608 / 6.376 eV
⟨S²⟩ = 3.765


Record 3
# H3IN2O2S

H3IN2O2S as an isolated structure at a distorted geometry (ωB97M-V/def2-TZVPD, OMol25).

Last column: natural (NBO) charge in e.
CARTESIAN COORDINATES (ANGSTROEM)
N  -0.996  -0.635  0.848  -1.093
N  1.018  -0.340  -1.082  -0.992
O  -1.309  1.052  -0.802  -0.939
O  0.370  1.620  0.889  -0.867
S  -0.295  0.606  0.095  2.312
I  2.653  -0.315  0.051  0.337
H  -1.890  -0.939  0.574  0.428
H  -0.461  -1.417  1.286  0.422
H  0.909  0.368  -1.859  0.392

Output
E_HOMO = -9.39 eV
Energy above the lowest of the compared OMol25 structures with the same formula, charge and spin = 86.85 kJ/mol
LUMO energy = -0.25 eV
Gap between HOMO and LUMO = 9.138 eV


no.,energy (eV)
1,-126648.2218
2,-69221.9136
3,-26057.3871